(1)
Entry from OMol25: a cluster of 2 separate species, C18H30ClIN3O8S in total (wB97M-V/def2-TZVPD).

XYZ file:
```
62
Properties=species:S:1:pos:R:3:forces:R:3
I -0.18609 4.41271 0.35725 0.0 -0.4 0.0
Cl 2.96040 -2.14973 0.73232 0.1 -0.1 0.1
S 2.70397 3.49857 -2.75384 0.4 0.6 0.1
O -0.51130 0.19554 4.87869 -1.2 -0.9 -1.7
O 1.42718 2.01605 0.91477 -1.0 0.2 -0.8
O -4.59565 -2.89147 2.54932 1.3 -0.2 -1.3
O 2.85854 4.26039 -1.35995 -0.1 0.1 -0.2
O -2.11108 0.14836 3.26549 0.5 -0.9 -0.4
O 3.91334 4.20682 -3.51225 -0.1 -0.3 0.2
O 1.47038 3.88278 -3.33529 -0.2 -0.2 0.0
O 3.02655 2.12651 -2.57004 -0.1 0.0 -0.2
N -3.49165 -1.67006 -0.42150 -0.1 -0.8 -0.1
N -1.33955 -2.55833 -0.29569 0.2 0.1 -1.0
N -1.75120 -0.35438 -1.09178 -0.3 0.3 0.5
C -0.97655 0.31274 0.00587 -0.1 0.2 0.1
C -1.29913 -1.94607 4.18511 -0.2 0.1 -0.1
C -2.00486 0.91221 0.98603 0.3 0.4 0.2
C -1.52697 1.15266 2.41504 -0.2 0.2 0.2
C -1.25123 -0.44710 4.14409 1.2 1.2 1.9
C 2.45790 -1.76117 -0.94022 0.1 0.2 -0.4
C -1.44620 -3.79502 -1.09860 0.0 -0.4 0.7
C 2.83009 -0.33443 -1.30889 -0.6 -0.4 0.0
C -4.19004 -2.79384 0.20129 -0.3 0.3 0.6
C 4.41275 5.31017 -2.73466 -0.1 0.4 0.1
C 0.50129 2.35716 0.23247 1.3 0.2 0.9
C -3.76792 -3.00533 1.66179 -1.3 0.2 1.3
C -0.01316 -0.70043 0.65174 -0.2 -0.3 -0.3
C 0.99911 -2.17182 -1.22566 0.2 0.3 0.1
C -2.20809 -1.57853 -0.61270 0.2 0.2 -0.1
C -0.27264 1.47391 -0.70888 -0.6 0.2 -0.1
C 4.14015 4.91012 -1.29883 0.4 -0.2 0.0
C 0.04604 -2.07391 -0.03859 0.3 0.3 0.1
H -1.06235 2.06795 -1.14764 -0.1 0.2 -0.2
H -2.91469 0.33147 1.05963 -0.1 -0.3 0.0
H 0.67102 -1.57059 -2.06923 -0.1 0.2 -0.2
H -4.03404 -0.87657 -0.72010 -0.1 0.2 -0.2
H -5.23378 -2.52527 0.26008 -0.3 0.1 -0.1
H -2.28351 -2.30303 4.46554 -0.3 0.0 0.1
H -4.13411 -3.69909 -0.38858 0.2 -0.2 -0.1
H 4.09201 5.75891 -0.62383 -0.2 0.0 0.0
H 2.24371 -0.05232 -2.17704 0.0 0.1 -0.2
H -2.30342 1.87177 0.58140 -0.2 0.2 -0.2
H -1.06470 -2.38203 3.21721 0.0 0.1 -0.2
H 0.34169 1.14258 -1.53982 0.6 -0.1 0.1
H -1.13331 -0.51622 -1.87859 0.2 -0.1 -0.1
H 4.87580 4.19156 -0.93328 0.0 0.0 0.0
H -0.56350 -2.28215 4.89441 0.2 -0.1 0.3
H 2.62631 0.36930 -0.51343 0.1 0.2 0.1
H 1.05480 -3.18259 -1.60522 -0.2 -0.4 0.1
H 3.86171 -0.26989 -1.61594 0.4 0.1 0.2
H -1.85388 2.12817 2.74998 -0.1 0.2 0.1
H -2.72287 -3.24016 1.89997 0.1 0.0 -0.1
H 0.97470 -0.27096 0.70289 0.3 -0.1 0.0
H 3.06648 -2.39046 -1.57198 0.2 -0.3 0.0
H -0.29024 -0.90463 1.67599 -0.2 0.1 0.3
H -0.44780 1.12801 2.50311 0.2 0.0 0.1
H 0.43984 -2.74051 0.71826 0.0 -0.3 0.1
H -2.28144 -4.40177 -0.78630 -0.3 -0.1 0.0
H 3.86052 6.20819 -3.01519 0.0 0.0 0.0
H -0.57081 -4.39747 -0.91801 0.3 -0.1 0.2
H 5.46978 5.45278 -2.93703 0.0 -0.2 -0.1
H -1.48831 -3.59006 -2.16115 -0.1 0.1 -0.2
```
Positions in Å, forces in eV/Å.

Calculated values
HOMO level   -12.165 eV
Total charge   +1
Relative energy (zero: lowest compared OMol25 entry of this formula, charge and spin)   12.71 kcal/mol
LUMO   -3.54 eV

Atom charges from the Mulliken analysis, given in e for atoms 1 to 5:
1 I 0.018
2 Cl -0.190
3 S 1.067
4 O -0.555
5 O -0.465

(2)
Entry from OMol25: a structure of composition C3H9N2O3S (wB97M-V/def2-TZVPD).

XYZ file:
```
18
Properties=species:S:1:pos:R:3:forces:R:3
S -1.96796 -0.05410 -0.34274 1.0 -0.8 1.3
O -1.75988 -0.39294 -1.68065 0.6 -1.5 -1.7
O -1.97844 1.30972 -0.04203 -0.1 1.7 1.5
O -0.25989 -0.72433 0.76424 -2.2 -0.3 -1.5
N 1.97166 -0.88062 -0.72703 0.2 1.2 -0.1
N 0.64648 0.27483 0.76273 -2.0 -1.5 0.6
C 1.70443 0.20129 0.03839 0.5 -0.5 -0.4
C 2.62646 1.36423 0.05607 -3.3 2.8 1.3
C -3.33530 -1.08488 0.34061 4.0 2.8 4.7
H -2.82804 -1.97486 0.55128 0.0 -1.9 -0.2
H 2.41639 -0.71896 -1.60353 1.1 0.6 -0.3
H -3.95841 -0.90523 -0.40526 -3.3 -0.2 -3.2
H 1.47606 -1.73914 -0.84888 -1.2 -0.1 1.0
H 2.13114 2.15323 -0.60177 1.3 -1.1 0.1
H 3.51756 0.95233 -0.18228 3.2 -0.3 -1.3
H 0.47129 0.82095 1.57242 0.7 1.3 0.4
H -3.59141 -0.58078 1.31978 0.0 -0.6 -1.2
H 2.71785 1.97928 1.02867 -0.3 -1.6 -1.1
```
Positions in Å, forces in eV/Å.

Calculated values
HOMO level   -14.228 eV
Total charge   +1
Relative energy (zero: lowest compared OMol25 entry of this formula, charge and spin)   54.70 kcal/mol
LUMO   -4.75 eV

Atom charges from the Mulliken analysis, given in e for atoms 1 to 5:
1 S 1.186
2 O -0.475
3 O -0.489
4 O -0.546
5 N -0.380

Among the records above, which one has the lowest relative energy (zero: lowest compared OMol25 entry of this formula, charge and spin)?
C18H30ClIN3O8S